{"formula": "C2HF2N3", "method": "ωB97M-V/def2-TZVPD", "elements": ["F", "F", "N", "N", "N", "C", "C", "H"], "coordinates": [[-1.728, -1.681, -0.064], [-1.683, 1.704, -0.004], [0.607, -1.212, 0.108], [0.563, 1.129, 0.085], [1.279, 0.056, 0.254], [-0.585, -1.056, -0.151], [-0.668, 0.931, -0.027], [2.214, 0.129, -0.202]], "mulliken_charge": [-0.18, -0.20, -0.39, -0.37, 0.07, 0.46, 0.34, 0.27], "total_energy_ev": -11990.9359, "e_above_lowest_ev": 1.708, "orbital_gap_ev": 10.343, "e_lumo_ev": 0.896}

---

{"formula": "C2HF2NO3", "method": "ωB97M-V/def2-TZVPD", "elements": ["F", "F", "O", "O", "O", "N", "C", "C", "H"], "coordinates": [[-2.826, 0.243, -0.507], [1.110, -0.271, -1.661], [-1.773, -1.275, 0.727], [1.259, 1.824, -0.183], [1.055, 0.675, 1.580], [1.058, 0.827, 0.407], [0.808, -0.369, -0.334], [-1.775, -0.381, -0.045], [1.085, -1.273, 0.017]], "mulliken_charge": [-0.14, -0.19, -0.30, -0.55, -0.55, 1.04, -0.15, 0.46, 0.37], "total_energy_ev": -15150.6150, "e_above_lowest_ev": 2.856, "orbital_gap_ev": [8.503, 8.751], "e_lumo_ev": [-2.057, -2.010]}

---

{"formula": "C2HF2NO3S", "method": "ωB97M-V/def2-TZVPD", "elements": ["S", "F", "F", "O", "O", "O", "N", "C", "C", "H"], "coordinates": [[0.611, 2.129, 0.001], [2.660, 0.794, 0.464], [2.742, -0.075, -1.342], [0.192, 2.283, 1.349], [2.132, -1.429, 0.325], [1.024, 3.286, -0.748], [-0.300, -0.896, 0.027], [0.905, -0.769, 0.096], [2.132, -0.209, -0.185], [-0.949, -1.629, 0.393]], "mulliken_charge": [0.75, -0.25, -0.27, -0.38, -0.43, -0.44, -0.44, 0.31, 0.85, 0.30], "total_energy_ev": -25989.8189, "e_above_lowest_ev": 0.880, "orbital_gap_ev": 10.767, "e_lumo_ev": -0.595}

---

{"formula": "C2HF3NOS", "method": "ωB97M-V/def2-TZVPD", "elements": ["S", "F", "F", "F", "O", "N", "C", "C", "H"], "coordinates": [[1.434, -2.191, 0.238], [-1.118, 2.062, 0.276], [-0.729, 0.513, 1.711], [0.745, 2.098, 1.397], [2.031, -0.068, 1.671], [0.428, 0.479, -0.279], [-0.063, 1.264, 0.645], [1.501, -0.656, 0.827], [-0.254, 0.031, -0.949]], "mulliken_charge": [-0.47, -0.30, -0.38, -0.27, -0.41, -0.64, 0.81, 0.41, 0.24], "total_energy_ev": -24617.1242, "e_above_lowest_ev": 0.912, "total_charge": -1, "orbital_gap_ev": 8.057, "e_lumo_ev": 3.653}

---

{"formula": "C2HF3O2", "method": "ωB97M-V/def2-TZVPD", "elements": ["F", "F", "F", "O", "O", "C", "C", "H"], "coordinates": [[0.326, 0.771, 1.396], [-2.016, 0.406, -0.238], [0.278, 1.283, -0.693], [1.356, -0.535, -0.205], [-1.219, -1.712, 0.095], [0.299, 0.249, 0.137], [-1.065, -0.572, -0.052], [2.041, 0.110, -0.441]], "mulliken_charge": [-0.25, -0.20, -0.27, -0.45, -0.35, 0.83, 0.37, 0.33], "smiles": "O=C(F)C(O)(F)F", "total_energy_ev": -14337.5813, "e_above_lowest_ev": 0.723, "orbital_gap_ev": 12.767, "e_lumo_ev": 0.596}

---

{"formula": "C2HF3O2", "method": "ωB97M-V/def2-TZVPD", "elements": ["F", "F", "F", "O", "O", "C", "C", "H"], "coordinates": [[2.422, -1.573, -0.292], [2.187, 1.950, -0.027], [4.017, -0.207, 0.341], [-0.140, -0.466, -0.452], [0.612, 0.562, -1.073], [2.009, 0.703, -0.331], [2.777, -0.332, -0.095], [-0.968, -0.075, -0.841]], "mulliken_charge": [-0.18, -0.19, -0.21, -0.29, -0.24, 0.37, 0.41, 0.34], "smiles": "OOC(F)=C(F)F", "total_energy_ev": -14332.2881, "e_above_lowest_ev": 6.016, "orbital_gap_ev": 10.615, "e_lumo_ev": 0.754}